No. 1
{
  "formula": "C15H17N2S2Yb",
  "method": "ωB97M-V with the def2-TZVPD basis set",
  "symbols": ["C", "C", "H", "H", "H", "H", "Yb", "C", "C", "C", "C", "H", "H", "H", "C", "H", "H", "C", "C", "N", "C", "C", "S", "C", "C", "S", "C", "N", "C", "H", "H", "H", "H", "H", "H", "H", "H"],
  "coordinates": [[-2.448, 1.339, -1.219], [-1.751, 2.480, -1.366], [-2.962, 1.120, -0.270], [-2.599, 0.628, -2.041], [-1.240, 2.737, -2.307], [-1.703, 3.240, -0.565], [0.444, 0.075, -0.765], [0.505, -1.397, -2.598], [0.146, -0.116, -3.092], [2.279, 0.028, -2.226], [1.813, -1.302, -2.047], [-0.785, 0.136, -3.602], [1.310, 1.787, -3.230], [3.268, 0.403, -1.968], [1.246, 0.756, -2.881], [2.373, -2.125, -1.610], [-0.085, -2.309, -2.704], [0.658, 3.585, 1.258], [0.170, 2.376, 1.975], [0.171, 1.133, 1.522], [-0.309, 0.217, 2.488], [-0.715, 0.834, 3.662], [-0.451, 2.537, 3.628], [-0.299, -1.212, 2.239], [-0.658, -2.203, 3.144], [-0.616, -3.767, 2.426], [0.016, -3.046, 0.936], [0.091, -1.732, 0.991], [0.399, -3.880, -0.231], [-0.167, 4.310, 1.203], [1.470, 4.041, 1.847], [1.030, 3.337, 0.254], [-1.122, 0.289, 4.506], [-0.944, -1.999, 4.172], [0.243, -4.935, 0.034], [-0.243, -3.637, -1.091], [1.462, -3.729, -0.472]],
  "forces_ev_per_angstrom": [[0.3, 0.0, 0.4], [0.3, -0.1, 0.1], [0.1, 0.1, -0.5], [0.1, 0.3, 0.3], [-0.4, -0.1, 0.4], [0.0, -0.6, -0.5], [-2.4, 1.2, 5.3], [0.2, -0.4, -1.0], [0.2, -0.3, -1.1], [0.3, -0.1, -0.9], [0.5, -0.6, -0.8], [0.4, -0.1, 0.2], [0.0, -0.2, 0.2], [-0.3, -0.1, 0.0], [0.4, 0.1, -0.7], [-0.1, 0.3, -0.1], [0.2, 0.4, 0.2], [-0.1, 0.1, 0.1], [-0.4, -0.5, 1.2], [-0.1, -0.2, 0.1], [-0.1, 1.9, 0.9], [0.5, -0.7, -1.1], [0.4, -1.1, -1.5], [-0.2, -2.1, 0.3], [0.1, 1.1, -0.9], [0.9, 1.4, -1.0], [-0.7, 0.0, 1.4], [-0.1, 0.8, -0.3], [-0.2, -0.4, 0.1], [0.4, -0.1, -0.2], [-0.2, -0.1, -0.3], [-0.1, 0.2, 0.3], [0.0, 0.4, 0.0], [0.0, -0.4, -0.2], [0.1, 0.3, -0.3], [0.3, -0.2, 0.3], [-0.4, -0.1, 0.0]],
  "homo_ev": [-14.7, -14.7],
  "lumo_energy_ev": [-7.05, -7.85],
  "multiplicity": 2,
  "homo_lumo_gap_ev": [7.661, 6.854],
  "total_charge": 2
}

---

No. 2
{
  "formula": "C6H11N",
  "method": "ωB97M-V with the def2-TZVPD basis set",
  "symbols": ["C", "C", "C", "C", "C", "C", "N", "H", "H", "H", "H", "H", "H", "H", "H", "H", "H", "H"],
  "coordinates": [[1.211, -2.491, -0.338], [0.265, -1.319, 0.032], [0.343, 0.103, -0.634], [-0.181, 1.310, 0.309], [-1.117, 2.450, -0.217], [-0.865, 0.688, 1.450], [-1.368, 0.075, 2.292], [1.215, -3.184, 0.516], [0.878, -3.086, -1.196], [2.258, -2.215, -0.507], [-0.756, -1.699, -0.090], [0.385, -1.183, 1.106], [1.382, 0.304, -0.926], [-0.243, 0.111, -1.560], [0.684, 1.844, 0.731], [-0.658, 3.074, -0.992], [-2.080, 2.085, -0.590], [-1.356, 3.132, 0.615]],
  "forces_ev_per_angstrom": [[0.0, 0.1, -0.1], [-0.1, 0.1, 0.1], [-0.1, 0.1, 0.0], [0.0, -0.2, 0.0], [0.1, -0.2, -0.1], [-0.4, -0.6, 0.8], [0.3, 0.8, -0.6], [0.0, 0.2, -0.2], [0.0, 0.3, 0.0], [-0.2, 0.2, 0.0], [0.1, 0.2, 0.1], [0.1, 0.0, -0.1], [-0.2, 0.1, 0.2], [0.0, 0.0, 0.1], [0.0, -0.4, -0.1], [0.1, -0.4, 0.0], [0.2, -0.2, 0.0], [0.2, -0.3, -0.2]],
  "homo_ev": -11.1,
  "lumo_energy_ev": 0.93,
  "smiles": "CCC[C@@H](C)C#N",
  "de_lowest_kj_mol": 74.8,
  "homo_lumo_gap_ev": 11.994
}

---

No. 3
{
  "formula": "C4H8NO",
  "method": "ωB97M-V with the def2-TZVPD basis set",
  "symbols": ["C", "N", "C", "C", "C", "O", "H", "H", "H", "H", "H", "H", "H", "H"],
  "coordinates": [[2.148, -0.024, 0.273], [0.906, 0.106, -0.136], [-0.005, -0.944, -0.477], [-1.247, -0.370, 0.260], [-1.058, 1.111, -0.078], [0.349, 1.288, -0.238], [2.585, 0.752, 0.739], [2.461, -0.998, 0.415], [0.227, -1.867, -0.019], [-0.259, -0.902, -1.588], [-2.003, -0.940, -0.269], [-1.228, -0.555, 1.344], [-1.672, 1.507, -1.048], [-1.204, 1.836, 0.821]],
  "forces_ev_per_angstrom": [[-5.0, -0.7, -1.2], [4.6, -1.3, 0.4], [-2.1, 1.2, -0.5], [0.6, -0.3, -0.8], [-3.1, 2.5, 0.3], [0.6, 0.9, -0.7], [1.7, 2.9, 0.9], [0.9, -1.8, -0.2], [0.8, -1.1, -0.2], [0.9, -0.4, 1.4], [-1.0, 0.7, 0.5], [-0.1, -0.1, -0.5], [1.8, -1.0, 2.3], [-0.7, -1.4, -1.7]],
  "homo_ev": -15.5,
  "lumo_energy_ev": -5.13,
  "smiles": "C=[N+]1CCCO1",
  "de_lowest_kj_mol": 287.9,
  "homo_lumo_gap_ev": 10.369,
  "total_charge": 1
}

---

No. 4
{
  "formula": "C9H12OSi",
  "method": "ωB97M-V with the def2-TZVPD basis set",
  "symbols": ["C", "C", "Si", "C", "O", "C", "C", "C", "C", "C", "C", "H", "H", "H", "H", "H", "H", "H", "H", "H", "H", "H", "H"],
  "coordinates": [[-1.333, 1.460, -3.055], [-1.603, 1.842, -1.604], [-1.954, 0.177, -0.725], [-0.026, -0.952, -0.749], [0.104, -1.779, -1.612], [0.739, -0.849, 0.569], [1.563, -1.906, 0.999], [2.251, -1.931, 2.151], [2.061, -0.823, 2.918], [1.255, 0.256, 2.605], [0.561, 0.267, 1.331], [-0.560, 0.637, -3.099], [-2.224, 0.928, -3.448], [-1.094, 2.452, -3.674], [-2.343, 2.562, -1.608], [-0.794, 2.331, -1.110], [-2.697, -0.784, -1.602], [-2.204, 0.090, 0.792], [1.581, -2.710, 0.199], [2.843, -2.608, 2.533], [2.596, -0.893, 3.821], [1.300, 1.141, 3.314], [-0.024, 1.094, 1.053]],
  "forces_ev_per_angstrom": [[0.7, 0.5, -1.1], [0.3, -2.0, 0.1], [2.6, -1.0, 0.3], [-2.7, 1.0, 0.9], [0.8, 0.0, 0.2], [0.1, -0.6, -1.1], [-1.0, -1.9, -4.1], [-3.0, 3.4, -1.6], [-0.4, 1.2, 0.9], [-0.1, 1.3, -0.7], [2.0, -0.6, 3.2], [-0.2, 1.3, -0.3], [0.3, 0.8, -0.1], [-0.3, -2.6, 1.0], [-2.0, 1.3, 0.3], [1.0, 0.1, 0.3], [-0.2, 0.5, 0.4], [-0.4, 0.3, -1.1], [0.3, 0.6, 1.3], [2.9, -3.9, 1.2], [0.4, 0.7, 1.4], [-0.5, -1.2, -1.1], [-0.7, 0.9, -0.4]],
  "homo_ev": -8.3,
  "lumo_energy_ev": 0.41,
  "smiles": "CC[SiH2]C(=O)c1ccccc1",
  "de_lowest_kj_mol": 339.3,
  "homo_lumo_gap_ev": 8.719
}

---

No. 5
{
  "formula": "C15H27IN2O5S",
  "method": "ωB97M-V with the def2-TZVPD basis set",
  "symbols": ["C", "C", "C", "C", "C", "C", "N", "O", "C", "C", "I", "C", "C", "C", "N", "C", "S", "C", "O", "O", "H", "H", "H", "H", "H", "H", "H", "H", "H", "H", "H", "H", "H", "H", "H", "H", "H", "H", "H", "H", "H", "H", "H", "H", "C", "C", "O", "O", "H", "H", "H"],
  "coordinates": [[-5.963, -1.103, -1.257], [-5.098, -0.130, -1.512], [-4.093, 1.126, -1.679], [-2.545, 0.636, -1.962], [-1.782, 0.672, -0.544], [-0.139, 0.684, -0.673], [0.317, 1.437, -1.915], [0.320, 1.507, 0.441], [0.944, 0.755, 1.511], [-0.131, 0.136, 2.595], [-1.804, 1.493, 3.008], [0.632, -0.068, 4.042], [-0.382, -1.030, 4.913], [2.065, -0.314, 1.045], [1.759, -1.058, -0.226], [0.318, -0.860, -0.638], [0.048, -1.858, -2.173], [-1.225, -3.215, -1.872], [-0.316, -1.103, -3.422], [1.356, -2.613, -2.480], [-6.594, -1.872, -0.662], [-4.102, 1.677, -0.670], [-4.453, 1.890, -2.472], [-2.139, 1.353, -2.760], [-2.624, -0.462, -2.287], [-2.033, 1.707, -0.063], [-2.155, -0.115, 0.217], [1.088, 0.856, -2.286], [0.766, 2.321, -1.589], [1.531, 1.547, 2.141], [-0.512, -0.909, 2.307], [0.658, 0.958, 4.558], [1.673, -0.561, 3.917], [-0.900, -0.428, 5.762], [0.154, -1.923, 5.397], [-1.245, -1.456, 4.262], [2.360, -1.018, 1.927], [3.031, 0.305, 0.833], [1.919, -2.075, -0.022], [2.402, -0.738, -0.974], [-0.315, -1.372, 0.200], [-1.577, -3.645, -2.894], [-0.686, -4.056, -1.278], [-2.139, -2.804, -1.293], [4.640, 2.177, -1.983], [4.332, 2.350, -0.500], [3.764, 3.423, -0.189], [4.689, 1.384, 0.233], [4.308, 3.042, -2.561], [5.717, 2.058, -2.127], [4.131, 1.288, -2.367]],
  "forces_ev_per_angstrom": [[4.8, 5.1, -0.1], [-4.1, -4.0, 1.6], [-0.4, -1.0, 0.3], [-1.6, -0.4, 1.0], [0.4, 1.6, -0.6], [-1.7, 1.3, -0.7], [0.7, -1.5, 1.7], [1.0, -2.9, 0.3], [-0.1, 0.6, 1.8], [2.1, -0.6, 0.4], [0.7, -0.7, -0.3], [-1.9, -0.6, -0.2], [-0.2, 0.1, 0.4], [1.4, 2.1, 1.9], [-0.5, -0.6, 0.4], [-1.0, 0.1, 1.9], [2.3, -2.3, -6.7], [-0.5, -0.4, 0.8], [-0.1, -1.0, 4.0], [-3.1, 1.9, 2.6], [1.4, 1.8, -1.7], [-0.2, -0.9, -1.5], [0.4, -1.6, 1.2], [-0.1, -1.5, 1.4], [0.3, 1.9, -0.1], [0.7, -1.9, -0.8], [0.6, 1.1, -1.4], [-0.5, 0.8, -0.3], [-0.4, -0.9, -0.1], [-1.0, -1.4, -1.4], [0.2, 1.7, 0.2], [0.5, -1.6, -0.9], [-1.7, 1.0, 0.2], [1.0, -1.0, -1.5], [-0.7, 1.4, -0.7], [1.6, 0.7, 1.0], [-0.9, 1.0, -1.8], [-1.2, -0.7, 0.2], [0.0, 1.1, -0.9], [-0.2, -0.4, 0.3], [1.1, 0.9, -1.6], [1.0, 1.2, 1.7], [-0.9, 1.6, -1.0], [1.5, -0.6, -1.0], [0.1, 0.2, -0.5], [-0.3, 0.9, -0.2], [0.1, -0.9, 0.3], [-0.7, -0.5, 0.4], [0.0, -0.1, 0.1], [-0.1, -0.2, 0.0], [0.2, -0.1, -0.1]],
  "homo_ev": -7.3,
  "lumo_energy_ev": -1.07,
  "homo_lumo_gap_ev": 6.250
}

---

No. 6
{
  "formula": "C3H6ClOPS",
  "method": "ωB97M-V with the def2-TZVPD basis set",
  "symbols": ["C", "C", "C", "O", "P", "S", "Cl", "H", "H", "H", "H", "H", "H"],
  "coordinates": [[-0.242, 0.617, -1.070], [-0.841, 0.659, 0.230], [-1.272, -0.530, 0.867], [2.613, 0.182, -1.507], [1.646, -0.142, -0.439], [1.573, -2.028, 0.229], [2.179, 1.012, 1.153], [-0.484, -0.125, -1.913], [-0.310, 1.638, -1.411], [-0.740, 1.621, 0.862], [-2.007, -1.217, 0.201], [-1.707, -0.367, 1.895], [-0.408, -1.319, 0.904]],
  "forces_ev_per_angstrom": [[-1.3, -0.1, 0.5], [1.0, 0.1, -0.5], [-2.5, -2.4, 0.6], [-1.0, 0.3, -0.2], [2.1, -1.3, -0.3], [-0.8, 1.1, -0.5], [-0.5, 0.5, 0.3], [0.2, 0.8, 1.8], [1.3, 0.3, -0.7], [-0.2, -1.6, -1.3], [1.5, 1.8, 1.4], [0.5, -0.4, -1.1], [-0.2, 0.9, 0.0]],
  "homo_ev": [-9.0, -9.0],
  "lumo_energy_ev": [-1.96, -1.96],
  "de_lowest_kj_mol": 167.8,
  "homo_lumo_gap_ev": [7.039, 7.038]
}

---

No. 7
{
  "formula": "C2H2F3NO",
  "method": "ωB97M-V with the def2-TZVPD basis set",
  "symbols": ["C", "C", "N", "O", "F", "F", "F", "H", "H"],
  "coordinates": [[2.168, -0.898, 0.065], [-1.943, 0.444, -0.411], [2.468, -0.079, 0.843], [2.464, 0.795, 1.594], [2.359, -1.912, -0.702], [-2.043, -0.526, 0.464], [-0.562, 0.607, -0.619], [-2.469, 1.372, 0.050], [-2.443, 0.196, -1.284]],
  "forces_ev_per_angstrom": [[-7.3, 0.2, -2.4], [1.0, 2.9, 1.7], [4.3, -3.0, -1.1], [-0.1, 5.1, 4.3], [3.1, -2.3, -0.8], [-0.4, -1.6, 1.2], [-1.7, 0.4, -0.1], [1.5, -1.1, -0.8], [-0.5, -0.6, -2.1]],
  "homo_ev": [-6.1, -10.2],
  "lumo_energy_ev": [1.13, -2.77],
  "multiplicity": 3,
  "de_lowest_kj_mol": 457.8,
  "homo_lumo_gap_ev": [7.255, 7.381]
}

---

No. 8
{
  "formula": "C20H31O3Sn",
  "method": "ωB97M-V with the def2-TZVPD basis set",
  "symbols": ["O", "C", "C", "H", "H", "C", "H", "H", "C", "H", "H", "H", "C", "H", "H", "H", "Sn", "C", "C", "C", "H", "C", "C", "H", "H", "H", "H", "C", "C", "C", "H", "C", "C", "H", "H", "H", "H", "O", "C", "C", "H", "H", "C", "H", "H", "C", "H", "H", "H", "H", "C", "O", "H", "H", "H"],
  "coordinates": [[-0.136, 0.006, -2.311], [0.950, -0.509, -3.228], [0.434, 0.411, -4.322], [0.716, -1.571, -3.318], [1.935, -0.281, -2.793], [-0.725, 0.827, -3.375], [0.110, -0.130, -5.212], [1.119, 1.240, -4.510], [-2.060, 0.190, -3.699], [-1.970, -0.906, -3.711], [-2.366, 0.543, -4.686], [-2.828, 0.486, -2.971], [-0.825, 2.292, -2.989], [0.169, 2.738, -2.859], [-1.426, 2.441, -2.077], [-1.339, 2.807, -3.810], [0.081, -0.051, -0.288], [1.123, 1.779, 1.581], [2.059, 0.699, 1.472], [2.417, 0.542, 0.093], [2.259, -0.128, 2.149], [1.725, 1.600, -0.658], [0.840, 2.291, 0.288], [0.168, 3.136, 0.064], [0.476, 2.068, 2.404], [3.143, -0.177, -0.320], [1.983, 1.956, -1.658], [-1.532, -0.518, 1.995], [-2.077, 0.729, 1.249], [-2.340, 0.422, -0.112], [-2.038, 1.760, 1.653], [-2.102, -1.049, -0.309], [-1.666, -1.590, 0.929], [-1.321, -2.612, 1.125], [-1.952, -0.782, 3.033], [-2.806, 1.082, -0.875], [-2.343, -1.619, -1.227], [0.705, -1.657, -7.353], [0.247, -0.567, -8.186], [0.418, -0.954, -9.669], [0.860, 0.329, -7.980], [-0.793, -0.323, -7.919], [1.624, -1.911, -9.599], [0.564, -0.093, -10.331], [-0.466, -1.524, -9.996], [1.393, -2.592, -8.231], [2.544, -1.308, -9.553], [1.686, -2.608, -10.443], [2.331, -2.916, -7.759], [0.775, -3.494, -8.396], [0.239, 0.015, 3.675], [-0.027, -0.434, 2.316], [-0.639, 0.608, 4.035], [1.262, 0.583, 3.836], [0.183, -1.003, 4.103]],
  "forces_ev_per_angstrom": [[1.0, 0.1, -4.0], [-1.0, 0.3, 1.2], [-0.3, 0.2, 0.0], [0.6, 0.1, -0.3], [-0.3, -0.3, -0.2], [0.0, -0.4, 0.0], [0.2, 0.3, -0.2], [-0.1, -0.2, -0.3], [-0.2, 0.3, -0.3], [0.0, 0.4, 0.0], [-0.2, -0.1, -0.1], [0.2, -0.2, -0.1], [-0.1, 0.1, -0.2], [-0.3, -0.1, 0.1], [0.3, -0.2, -0.3], [0.1, 0.1, 0.1], [-1.3, -2.0, 3.3], [0.2, -0.3, -1.0], [0.5, 0.7, -1.5], [0.8, 2.8, 0.3], [0.0, 0.6, 0.2], [1.6, 1.0, 1.1], [1.9, -0.2, -0.4], [0.4, -0.6, 0.1], [0.5, -0.3, 0.0], [-0.6, 0.4, 0.3], [-0.3, -0.3, 0.2], [-1.7, 0.0, -0.9], [0.5, -0.9, 1.6], [0.2, -2.4, -1.3], [0.0, -0.8, -0.2], [-1.8, 1.7, 0.2], [-0.7, 0.4, 0.8], [-0.2, 0.4, -0.2], [0.4, 0.4, -0.9], [0.3, -0.5, 0.7], [0.2, 0.5, 0.7], [0.3, -0.1, -1.7], [0.1, 0.6, 0.1], [-0.2, -0.7, 0.5], [-0.1, -0.3, 0.1], [0.3, -0.2, -0.1], [0.0, 0.7, 0.6], [-0.1, -0.2, 0.2], [0.2, 0.2, 0.0], [0.0, -0.3, -0.2], [-0.2, -0.2, -0.1], [0.0, 0.1, 0.3], [-0.3, 0.2, 0.0], [0.0, 0.3, 0.3], [-0.1, -1.0, -0.6], [0.2, 0.6, 1.4], [0.8, -0.1, -0.1], [-2.2, -1.3, -0.4], [0.6, 0.9, 1.3]],
  "homo_ev": -0.5,
  "lumo_energy_ev": 2.17,
  "de_lowest_kj_mol": 289.7,
  "homo_lumo_gap_ev": 2.686,
  "total_charge": -1
}